Formula: C22H52Ga
Source: the OMol25 dataset
Level of theory: ωB97M-V with the def2-TZVPD basis set

Each line ends with the Löwdin charge.
Geometry (Å):
H1 1.018146 5.420968 -3.940387  0.10
C1 -4.535159 -6.218191 2.388275  -0.27
H2 -1.244748 0.433454 2.817519  0.10
C2 -3.839452 -3.419597 3.457002  -0.27
H3 -1.095997 0.047106 -0.184523  0.10
H4 -3.574986 -5.797965 2.078320  0.09
H5 3.074756 3.388769 -5.492594  0.10
C3 2.455203 6.133895 -5.367964  -0.27
H6 4.219488 -1.715809 2.028749  0.06
H7 0.589113 3.437948 -5.044835  0.06
H8 -2.222220 1.193002 1.581906  0.10
H9 3.295188 2.324829 -4.123263  0.10
H10 1.163861 1.789242 -5.267377  0.07
H11 3.313457 -0.304669 2.565344  0.06
H12 -5.724077 -4.791940 1.255088  0.06
C4 -0.267251 2.085264 1.829943  -0.21
H13 -4.395478 -7.302989 2.412442  0.10
H14 4.685614 0.897669 -0.241065  0.10
H15 -5.323360 -6.253494 0.366530  0.07
H16 2.457479 -1.770642 2.070307  0.00
H17 2.294408 6.386041 -3.239913  0.11
H18 -5.808817 -6.226753 4.125809  0.10
C5 3.249773 -0.609062 0.402148  -0.25
H19 -5.246738 -3.989999 4.986783  0.10
C6 -5.596961 -5.871306 1.350774  -0.12
H20 3.207868 2.580379 -1.017224  0.09
H21 4.579523 5.658595 -5.359300  0.06
Ga1 -0.401745 -3.176344 0.651782  0.20
H22 4.134172 6.917775 -6.505180  0.07
C7 3.682445 0.859809 0.198771  -0.23
C8 2.679329 3.144850 -4.501320  -0.27
H23 -4.065826 -2.353232 3.542646  0.10
H24 1.832526 7.007221 -5.581241  0.10
C9 -4.881612 -5.741138 3.798794  -0.24
H25 4.200496 7.278696 -4.778768  0.07
H26 -1.910095 -1.632858 2.162506  0.00
H27 2.640587 1.047096 -1.645818  0.11
H28 2.197797 5.388652 -6.126117  0.10
C10 1.236809 2.666443 -4.623681  -0.10
C11 -1.201707 0.856377 1.806244  -0.21
H29 -6.566406 -6.299384 1.622580  0.07
H30 -2.532029 -1.634448 0.519307  0.03
H31 0.615785 1.216638 -0.636462  0.09
C12 -1.605849 -1.595470 1.108000  -0.38
C13 -0.862152 -0.283669 0.836190  -0.34
H32 -4.101913 -6.083661 4.484541  0.10
H33 -0.215862 2.442554 2.864785  0.10
H34 1.823503 2.615529 1.792059  0.11
C14 2.843751 4.337828 -3.561928  -0.23
C15 1.322512 1.908659 -0.174595  -0.20
H35 3.762606 1.363608 1.169725  0.09
H36 -1.734761 -3.126204 3.812265  0.05
H37 3.883042 -1.240660 -0.229312  0.10
H38 -3.667770 -3.598287 2.392212  0.09
H39 -2.259985 -4.770499 4.096625  0.07
C16 1.169284 1.853936 1.346978  -0.22
H40 -0.705620 2.909915 1.250970  0.10
H41 1.004958 2.912514 -0.488764  0.10
C17 2.738440 1.634374 -0.724225  -0.21
C18 2.095047 5.604398 -3.980550  -0.23
H42 2.493730 4.042818 -2.568718  0.09
C19 -2.552703 -3.725566 4.210690  -0.11
H43 0.836701 2.393026 -3.644807  0.07
C20 3.313533 -1.130523 1.845868  -0.12
C21 3.924073 6.517276 -5.512182  -0.12
H44 -1.141176 -4.603618 0.863704  -0.15
H45 0.078106 -2.991312 -0.889563  -0.14
C22 -5.045957 -4.225008 3.935196  -0.23
H46 0.913731 -3.043418 1.600148  -0.12
H47 -5.932315 -3.902954 3.379896  0.10
H48 1.517810 0.889826 1.733583  0.09
H49 -2.648137 -3.514923 5.280414  0.07
H50 0.222444 -0.457785 0.858558  0.05
H51 3.908539 4.562453 -3.450360  0.10
H52 2.233234 -0.746059 0.020058  0.08

Forces on atoms 1 to 6 (eV/Å):
-0.0012 -0.0053 0.0055
0.0212 0.0026 -0.0017
0.0762 -0.0313 -0.0941
-0.0025 0.0045 -0.0287
0.1381 -0.0751 0.0319
0.0045 -0.0014 0.0002

Results
Net charge: -1
Orbital gap (eV): 7.14
2S+1: 1

Formula: C22H52N4O10
Source: the OMol25 dataset
Level of theory: ωB97M-V with the def2-TZVPD basis set

Each line ends with the Löwdin charge.
Geometry (Å):
H1 -1.193433 0.532195 6.336170  0.12
C1 -0.928797 3.571807 3.439956  -0.20
H2 -1.796322 1.146555 3.538692  0.06
O1 -0.144482 1.210486 -1.234788  -0.01
O2 0.679642 4.932456 -4.111845  -0.18
C2 0.912283 -4.359094 5.481937  -0.21
H3 -0.776658 0.091548 2.159741  0.07
H4 0.202595 -1.274310 5.622709  0.11
O3 1.003904 -0.941096 -0.973354  -0.04
H5 1.992310 2.130703 -5.534932  0.09
H6 -1.941631 3.981960 3.537415  0.12
H7 2.001580 2.968729 -8.052039  0.12
C3 -0.502046 -6.753908 4.119391  -0.21
C4 0.721195 6.062434 -4.971400  -0.10
H8 2.735262 3.233577 -4.384618  0.12
H9 1.825289 -3.751915 5.482872  0.12
H10 0.187275 -3.485824 3.656616  0.10
H11 -0.094117 -6.824910 5.130279  0.10
H12 0.208691 -7.228405 3.430721  0.12
H13 -2.361079 1.901518 1.727859  0.07
H14 -1.929929 -1.188441 -1.355135  0.15
H15 0.272637 6.910100 -4.445606  0.09
O4 2.260189 6.335069 -8.101991  -0.20
H16 -1.572912 2.646710 0.334282  0.07
H17 2.002893 4.897724 -9.515002  0.12
N1 -1.251294 -0.921777 -2.130453  0.01
N2 -1.636262 1.437686 4.500927  -0.06
C5 0.048706 -2.119702 -4.120068  -0.09
C6 -1.252583 0.252771 5.277368  -0.19
H18 -1.919077 -2.754668 -3.081332  0.14
H19 -4.305787 -6.813701 3.880460  0.09
H20 0.897867 0.479299 2.686386  0.09
H21 -3.495046 -5.327464 4.463145  0.07
O5 -0.025760 -1.157357 3.619544  -0.20
C7 -1.826266 -7.530948 4.099268  -0.20
O6 -2.685690 -7.109716 5.165680  -0.20
C8 -1.093312 -4.452030 6.791860  -0.09
H22 -0.228105 4.401768 3.580808  0.12
H23 1.310005 -4.814997 3.403036  0.12
H24 -1.447978 -4.023613 7.733600  0.09
H25 -0.350919 -3.006922 -2.043295  0.14
H26 -2.548163 3.655321 1.419803  0.09
H27 0.165911 5.902748 -5.899895  0.09
C9 0.669869 3.672876 -4.786125  -0.21
H28 -0.072328 3.668055 -5.590982  0.11
C10 1.963460 3.961335 -7.585303  -0.20
C11 -1.859781 2.805483 1.377290  -0.11
H29 1.757167 6.329453 -5.180477  0.06
H30 0.307531 2.948567 -4.046980  0.11
C12 -0.083394 -0.277891 -1.410931  -0.29
H31 -0.259169 -2.936016 -4.932346  0.14
H32 1.156218 -2.425578 -3.797204  0.12
O7 -0.676903 3.054205 2.127738  -0.20
H33 -0.806881 -5.491446 6.974935  0.09
H34 4.254843 6.919750 -8.310873  0.09
H35 0.915437 4.212257 -7.406338  0.10
H36 -2.084359 -0.456326 5.186994  0.12
C13 2.528876 5.004231 -8.560202  -0.20
H37 -1.500825 -4.976050 4.203092  0.06
N3 2.722841 3.925146 -6.328928  -0.06
H38 0.792445 1.598953 -1.356150  0.15
C14 0.119809 -0.623550 -4.787460  -0.25
H39 0.930553 0.153136 4.931065  0.11
H40 -4.510386 -6.271441 5.557022  0.09
C15 0.177134 -0.319566 2.490672  -0.09
H41 1.196831 -5.318770 5.925480  0.11
H42 0.365921 2.124535 4.329295  0.10
O8 -0.008486 -3.663415 6.324258  -0.20
O9 1.369098 0.159148 -4.505597  -0.03
H43 3.698417 6.643045 -6.631722  0.07
H44 -1.921415 -4.397005 6.085131  0.07
C16 -0.886524 -2.240072 -2.778594  -0.21
C17 -3.800382 -6.341214 4.728533  -0.11
H45 0.561393 -0.934397 1.671812  0.08
H46 -1.603777 -8.587165 4.285131  0.12
H47 -0.641630 2.989936 5.503569  0.12
C18 3.413004 7.013901 -7.617803  -0.11
H48 1.964042 -0.391568 -3.883053  0.13
C19 0.459257 -4.486979 4.012356  -0.19
C20 2.059898 3.186850 -5.247485  -0.20
O10 -0.828569 -0.073490 -5.581839  -0.03
H49 3.165785 8.074278 -7.518542  0.09
C21 -0.637647 2.514272 4.514483  -0.21
C22 0.042609 -0.485190 4.878437  -0.21
H50 2.880652 4.878825 -6.009767  0.06
H51 3.595565 4.840072 -8.757135  0.12
N4 -0.688575 -5.353370 3.719200  -0.05
H52 -2.318210 -7.470175 3.120568  0.12

Forces on atoms 1 to 6 (eV/Å):
0.1108 0.0015 -0.0847
0.5658 -0.2491 0.2435
0.0641 0.1423 0.3007
1.0437 -3.6277 -1.2626
-0.1355 -0.1590 -0.3888
0.1035 0.3935 -0.3513

Results
Net charge: 0
Orbital gap (eV): 8.40
SMILES: O=C(O)CCNC(=O)O.COCCNCCOC.COCCNCCOC.COCCNCCOC
2S+1: 1

- Which of these has the lowest net charge?
  C22H52Ga

- Which of these has the lowest orbital gap?
  C22H52Ga

- Among the records above, which one has the lowest orbital gap?
  C22H52Ga

- Among the records above, which one has the highest orbital gap?
  C22H52N4O10